Below is C31H53ErNO2Si2 as an isolated structure at a distorted geometry, with properties calculated with wB97M-V/def2-TZVPD.

Positions of all 90 atoms, in Å:
O 1.452 -1.646 -0.859
O -1.809 -2.870 -2.167
C 1.923 -1.451 -2.259
C 3.429 -1.336 -2.326
H 1.414 -0.552 -2.628
H 1.546 -2.290 -2.860
H 3.777 -0.452 -1.782
H 3.720 -1.235 -3.380
H 3.916 -2.235 -1.929
C 1.551 -3.045 -0.390
C 1.543 -4.135 -1.439
H 0.697 -3.192 0.274
H 2.465 -3.081 0.199
H 0.602 -4.178 -1.986
H 1.649 -5.095 -0.916
H 2.383 -4.083 -2.134
C -2.674 -3.312 -1.118
C -2.252 -2.868 -3.523
C -2.339 -4.748 -0.794
H -3.740 -3.184 -1.358
H -2.427 -2.655 -0.268
H -2.539 -5.381 -1.659
H -2.907 -5.108 0.068
H -1.267 -4.813 -0.572
C -2.589 -4.272 -3.990
H -1.399 -2.459 -4.082
H -3.104 -2.197 -3.655
H -1.719 -4.915 -3.821
H -2.832 -4.275 -5.055
H -3.437 -4.661 -3.433
H -2.285 -0.603 -1.916
Er 0.522 0.417 0.569
C -1.513 -0.109 -1.328
Si -2.340 1.495 -1.803
H -0.493 -0.309 -1.721
H -1.614 -0.449 -0.269
C -2.074 1.714 -3.652
C -1.781 3.038 -0.904
C -4.158 1.173 -1.392
C 2.663 0.177 1.135
Si 2.108 -0.851 2.557
H 3.134 1.126 1.426
H 3.302 -0.318 0.386
C 3.286 -2.280 2.846
C 0.344 -1.530 2.284
C 2.031 0.176 4.126
H -4.368 0.100 -1.272
H -4.779 1.564 -2.208
H -4.402 1.686 -0.454
H -1.045 2.052 -3.849
H -2.782 2.474 -4.007
H -2.252 0.781 -4.208
H -0.758 3.322 -1.192
H -1.864 2.930 0.186
H -2.481 3.814 -1.251
H 0.473 -2.619 2.383
H -0.250 -1.440 1.330
H -0.324 -1.213 3.096
H 2.271 -0.473 4.982
H 1.052 0.648 4.301
H 2.783 0.974 4.061
H 3.250 -2.575 3.909
H 4.305 -1.935 2.603
H 3.044 -3.155 2.223
C -2.603 0.668 4.170
C -1.912 1.559 4.986
C -0.925 2.369 4.425
C -0.566 2.199 3.052
C -1.138 1.169 2.294
C -2.256 0.533 2.806
C 0.403 3.107 2.390
C 0.775 4.345 2.952
C 1.545 5.228 2.229
C 1.923 4.908 0.906
C 2.527 5.847 0.035
C 2.826 5.506 -1.269
C 2.603 4.198 -1.731
C 2.052 3.234 -0.888
C 1.635 3.592 0.413
N 0.876 2.715 1.161
H -3.413 0.071 4.587
H -2.144 1.651 6.042
H -0.415 3.123 5.027
H -2.856 -0.110 2.163
H 0.406 4.603 3.949
H 1.839 6.190 2.654
H 2.727 6.848 0.425
H 3.249 6.250 -1.942
H 2.867 3.925 -2.748
H 1.941 2.196 -1.222

Orbital gap (spin up / spin down) in Eh: 0.2682 / 0.2687
Expectation value of S²: 3.7527
Spin multiplicity: 4
Net charge: +1

Okay, here come the Mulliken numbers, in e, for every atom: number 1, O, carries 0.68; number 2, O, carries 0.02; number 3, C, carries -0.55; number 4, C, carries -1.39; number 5, H, carries 0.29; number 6, H, carries 0.52; number 7, H, carries 0.27; number 8, H, carries 0.45; number 9, H, carries 0.30; number 10, C, carries 0.29; number 11, C, carries -1.70; number 12, H, carries 0.04; number 13, H, carries 0.11; number 14, H, carries 0.26; number 15, H, carries 0.44; number 16, H, carries 0.45; number 17, C, carries 0.03; number 18, C, carries -0.14; number 19, C, carries -1.19; number 20, H, carries 0.35; number 21, H, carries -0.15; number 22, H, carries 0.31; number 23, H, carries 0.43; number 24, H, carries 0.12; number 25, C, carries -1.50; number 26, H, carries 0.25; number 27, H, carries 0.31; number 28, H, carries 0.32; number 29, H, carries 0.44; number 30, H, carries 0.35; number 31, H, carries -0.73; number 32, Er, carries -0.27; number 33, C, carries 1.89; number 34, Si, carries 0.17; number 35, H, carries -0.94; number 36, H, carries -0.07; number 37, C, carries -1.17; number 38, C, carries -0.67; number 39, C, carries -1.13; number 40, C, carries -0.83; number 41, Si, carries 0.08; number 42, H, carries 0.71; number 43, H, carries 0.49; number 44, C, carries -1.26; number 45, C, carries -0.64; number 46, C, carries -1.04; number 47, H, carries 0.33; number 48, H, carries 0.38; number 49, H, carries 0.31; number 50, H, carries 0.30; number 51, H, carries 0.38; number 52, H, carries 0.31; number 53, H, carries 0.05; number 54, H, carries 0.11; number 55, H, carries 0.52; number 56, H, carries 0.69; number 57, H, carries -0.15; number 58, H, carries 0.73; number 59, H, carries 0.45; number 60, H, carries 0.22; number 61, H, carries 0.26; number 62, H, carries 0.38; number 63, H, carries 0.34; number 64, H, carries 0.37; number 65, C, carries -0.44; number 66, C, carries -1.08; number 67, C, carries -0.45; number 68, C, carries 0.18; number 69, C, carries 1.06; number 70, C, carries -0.62; number 71, C, carries 0.73; number 72, C, carries -1.30; number 73, C, carries -1.13; number 74, C, carries 0.88; number 75, C, carries -0.69; number 76, C, carries -0.75; number 77, C, carries -0.78; number 78, C, carries -0.21; number 79, C, carries 0.05; number 80, N, carries 0.68; number 81, H, carries 0.45; number 82, H, carries 0.40; number 83, H, carries 0.35; number 84, H, carries 0.27; number 85, H, carries 0.40; number 86, H, carries 0.42; number 87, H, carries 0.43; number 88, H, carries 0.39; number 89, H, carries 0.45; number 90, H, carries 0.35

Below is C31H53N7O4PRbSe3Te as an isolated structure at a distorted geometry, with properties calculated with wB97M-V/def2-TZVPD.

Positions of all 101 atoms, in Å:
Rb -0.698 0.494 0.757
Se 1.247 0.970 -4.163
Se 2.188 -0.991 -3.403
Te 0.460 -1.869 -1.746
Se 1.845 -3.729 -0.846
C 1.556 -2.355 3.843
C 0.466 -1.398 4.157
N -0.129 -0.611 3.300
C -1.077 0.090 3.969
C -1.063 -0.275 5.307
N -0.036 -1.225 5.408
C -1.819 0.146 6.456
O -1.185 -0.128 7.675
O -2.912 0.662 6.484
C -1.803 1.182 3.175
O -1.298 2.310 3.280
O -2.718 0.812 2.433
H 1.829 -2.240 2.796
H 1.232 -3.383 4.013
H 2.437 -2.163 4.459
H 0.157 -1.806 6.209
H -0.242 -0.249 7.519
N 2.900 -0.504 0.613
H 3.040 -0.216 -0.353
H 2.623 -1.483 0.549
H 3.824 -0.513 1.031
C -4.496 0.397 -4.232
N -3.064 0.298 -4.105
C -2.274 0.735 -5.230
C -2.541 0.245 -2.907
N -2.134 0.119 -1.840
H -4.832 -0.216 -5.074
H -4.811 1.434 -4.412
H -4.974 0.042 -3.319
H -2.461 0.081 -6.085
H -1.213 0.702 -4.975
H -2.527 1.764 -5.509
C -3.790 -2.977 -1.165
C -2.830 -3.322 -0.086
N -1.628 -2.847 0.074
C -1.104 -3.460 1.167
C -2.013 -4.330 1.685
N -3.118 -4.237 0.878
H -3.343 -2.213 -1.793
H -4.719 -2.595 -0.740
H -4.014 -3.858 -1.769
H -0.097 -3.265 1.474
H -1.979 -4.994 2.523
H -3.990 -4.729 0.994
C 0.463 5.976 -4.543
C 1.810 5.825 -3.829
C 1.765 4.712 -2.776
C 0.403 4.671 -2.094
C -0.651 4.243 -3.130
C -0.263 4.637 -4.557
P 0.353 3.382 -0.717
C -1.078 3.960 0.345
C -2.376 3.323 -0.164
C -3.542 3.793 0.699
C -3.774 5.306 0.552
C -2.546 6.006 -0.027
C -1.270 5.466 0.609
C 1.776 3.771 0.453
C 2.094 5.231 0.803
C 3.543 5.375 1.290
C 3.968 4.143 2.085
C 4.039 2.914 1.167
C 3.041 3.032 0.008
H 0.613 6.354 -5.559
H -0.159 6.704 -4.011
H 2.077 6.776 -3.355
H 2.588 5.589 -4.557
H 2.561 4.888 -2.052
H 1.934 3.737 -3.235
H 0.170 5.669 -1.702
H -1.616 4.691 -2.880
H -0.745 3.155 -3.091
H -1.160 4.699 -5.178
H 0.384 3.868 -4.982
H -0.868 3.480 1.310
H -2.297 2.237 -0.079
H -2.559 3.561 -1.215
H -3.305 3.540 1.734
H -4.448 3.247 0.429
H -3.998 5.736 1.530
H -4.633 5.507 -0.096
H -2.616 7.085 0.149
H -2.503 5.858 -1.108
H -1.333 5.625 1.688
H -0.420 6.045 0.246
H 1.443 3.262 1.368
H 1.418 5.560 1.594
H 1.951 5.881 -0.063
H 3.640 6.274 1.907
H 4.214 5.499 0.437
H 3.238 3.973 2.879
H 4.938 4.316 2.560
H 3.813 2.018 1.746
H 5.052 2.804 0.768
H 2.767 2.035 -0.336
H 3.512 3.542 -0.830

Orbital gap in Eh: 0.1254
Net charge: -2
ΔE to the lowest compared entry with this formula, charge and spin in eV: 2.791

Mulliken population analysis, charges in e, atoms 1 to 99: number 1, Rb, carries 0.67; number 2, Se, carries -0.52; number 3, Se, carries -0.55; number 4, Te, carries 0.42; number 5, Se, carries -0.97; number 6, C, carries -1.06; number 7, C, carries -0.01; number 8, N, carries 0.06; number 9, C, carries 1.31; number 10, C, carries -0.06; number 11, N, carries -0.11; number 12, C, carries 0.40; number 13, O, carries -0.56; number 14, O, carries -0.57; number 15, C, carries -0.14; number 16, O, carries -0.71; number 17, O, carries -0.64; number 18, H, carries -0.01; number 19, H, carries 0.31; number 20, H, carries 0.42; number 21, H, carries 0.28; number 22, H, carries 0.34; number 23, N, carries -0.34; number 24, H, carries 0.21; number 25, H, carries 0.06; number 26, H, carries 0.16; number 27, C, carries -1.03; number 28, N, carries 0.18; number 29, C, carries -0.66; number 30, C, carries -0.04; number 31, N, carries -0.06; number 32, H, carries 0.33; number 33, H, carries 0.31; number 34, H, carries 0.35; number 35, H, carries 0.32; number 36, H, carries -0.05; number 37, H, carries 0.27; number 38, C, carries -0.83; number 39, C, carries 0.12; number 40, N, carries 0.37; number 41, C, carries -0.13; number 42, C, carries -0.79; number 43, N, carries -0.02; number 44, H, carries -0.13; number 45, H, carries 0.33; number 46, H, carries 0.35; number 47, H, carries 0.18; number 48, H, carries 0.41; number 49, H, carries 0.16; number 50, C, carries -0.85; number 51, C, carries -0.91; number 52, C, carries -0.59; number 53, C, carries 0.82; number 54, C, carries -0.45; number 55, C, carries -0.70; number 56, P, carries -0.06; number 57, C, carries 0.58; number 58, C, carries 0.31; number 59, C, carries -0.77; number 60, C, carries -0.93; number 61, C, carries -0.71; number 62, C, carries -0.93; number 63, C, carries 0.31; number 64, C, carries -0.55; number 65, C, carries -0.92; number 66, C, carries -0.81; number 67, C, carries -0.63; number 68, C, carries -0.78; number 69, H, carries 0.43; number 70, H, carries 0.30; number 71, H, carries 0.30; number 72, H, carries 0.46; number 73, H, carries -0.06; number 74, H, carries 0.17; number 75, H, carries 0.40; number 76, H, carries -0.07; number 77, H, carries -0.16; number 78, H, carries 0.53; number 79, H, carries 0.12; number 80, H, carries 0.02; number 81, H, carries -0.46; number 82, H, carries 0.27; number 83, H, carries 0.08; number 84, H, carries 0.49; number 85, H, carries 0.38; number 86, H, carries 0.29; number 87, H, carries 0.52; number 88, H, carries 0.07; number 89, H, carries 0.40; number 90, H, carries 0.37; number 91, H, carries 0.48; number 92, H, carries 0.27; number 93, H, carries 0.04; number 94, H, carries 0.52; number 95, H, carries 0.31; number 96, H, carries 0.30; number 97, H, carries 0.52; number 98, H, carries 0.10; number 99, H, carries 0.48

Q: Look up the net charge of the second one.
A: -2

Q: Which of these has the highest net charge?
A: C31H53ErNO2Si2

Q: Among the records above, which one has the lowest net charge?
A: C31H53N7O4PRbSe3Te